[1]
Density functional theory data (ωB97M-V/def2-TZVPD) for the molecule C19H27N5O3 at a distorted geometry.

Values from the calculation:
Energy   -33733.13865 eV
Highest occupied orbital energy   -8.622 eV
Structure (SMILES)   CCOc1cc(CNn2cnnc2)ccc1OCC(=O)NC1CCCCC1
Molecular weight   373.46 u
LUMO level   0.5 eV
Gap between HOMO and LUMO   0.335 Eh
F_max   1.120 eV Å⁻¹
Relative energy (zero: lowest compared OMol25 entry of this formula, charge and spin)   278.3 kJ/mol

Geometry (Å):
C (-1.08, -5.17, -0.67)
C (-0.78, -3.84, 0.00)
O (-1.22, -2.82, -0.89)
C (-1.38, -1.54, -0.46)
C (-2.21, -0.77, -1.27)
C (-2.47, 0.57, -1.00)
C (-3.47, 1.32, -1.83)
N (-4.85, 0.97, -1.47)
N (-5.12, 1.22, -0.13)
C (-5.00, 0.39, 0.95)
N (-5.34, 1.02, 2.03)
N (-5.66, 2.28, 1.69)
C (-5.53, 2.40, 0.41)
C (-1.88, 1.14, 0.12)
C (-1.04, 0.40, 0.93)
C (-0.77, -0.93, 0.65)
O (0.09, -1.70, 1.41)
C (0.64, -1.13, 2.58)
C (1.66, -0.02, 2.31)
O (1.90, 0.84, 3.13)
N (2.25, -0.11, 1.10)
C (3.18, 0.86, 0.58)
C (4.51, 0.20, 0.22)
C (5.49, 1.24, -0.32)
C (4.90, 1.95, -1.54)
C (3.57, 2.60, -1.18)
C (2.59, 1.56, -0.64)
H (-2.15, -5.28, -0.84)
H (-0.57, -5.23, -1.63)
H (-0.74, -5.99, -0.04)
H (0.30, -3.75, 0.18)
H (-1.30, -3.76, 0.95)
H (-2.65, -1.25, -2.13)
H (-3.36, 1.10, -2.89)
H (-3.36, 2.40, -1.68)
H (-5.00, -0.02, -1.65)
H (-4.70, -0.63, 0.89)
H (-5.72, 3.28, -0.17)
H (-2.08, 2.18, 0.37)
H (-0.59, 0.88, 1.78)
H (1.16, -1.96, 3.07)
H (-0.13, -0.76, 3.26)
H (1.97, -0.86, 0.49)
H (3.33, 1.59, 1.39)
H (4.93, -0.28, 1.11)
H (4.34, -0.56, -0.54)
H (6.43, 0.76, -0.59)
H (5.70, 1.98, 0.46)
H (5.59, 2.70, -1.91)
H (4.74, 1.22, -2.34)
H (3.14, 3.08, -2.07)
H (3.73, 3.37, -0.43)
H (2.38, 0.82, -1.41)
H (1.64, 2.04, -0.37)

[2]
Density functional theory data (ωB97M-V/def2-TZVPD) for the molecule C19H27N5O4S.

Values from the calculation:
Energy   -46617.34625 eV
Highest occupied orbital energy   -8.329 eV
Structure (SMILES)   CCc1cnn2ccc(C(=O)N(C)[C@H](C)CNC(=O)[C@]3(C)CCCS3(=O)=O)nc12
Molecular weight   421.52 u
LUMO level   0.2 eV
Gap between HOMO and LUMO   0.313 Eh
F_max   0.840 eV Å⁻¹
Relative energy (zero: lowest compared OMol25 entry of this formula, charge and spin)   241.3 kJ/mol

Geometry (Å):
C (-4.32, 1.52, -4.04)
C (-5.03, 0.17, -4.04)
C (-5.64, -0.15, -2.71)
C (-6.98, -0.17, -2.33)
N (-7.20, -0.48, -1.06)
N (-5.97, -0.69, -0.58)
C (-5.67, -1.03, 0.69)
C (-4.35, -1.19, 1.00)
C (-3.39, -1.00, 0.00)
C (-1.93, -1.21, 0.32)
O (-1.58, -2.32, 0.70)
N (-1.07, -0.19, 0.13)
C (-1.48, 1.14, -0.29)
C (0.37, -0.42, 0.14)
C (0.85, -1.00, -1.19)
C (0.87, -1.20, 1.35)
N (2.29, -1.02, 1.55)
C (2.83, 0.13, 1.99)
O (2.15, 1.09, 2.31)
C (4.35, 0.15, 2.12)
C (4.83, -0.93, 3.09)
C (4.87, 1.53, 2.52)
C (6.27, 1.74, 1.92)
C (6.13, 1.38, 0.45)
S (5.13, -0.13, 0.45)
O (6.00, -1.29, 0.54)
O (4.14, -0.06, -0.61)
N (-3.68, -0.65, -1.24)
C (-4.97, -0.50, -1.54)
H (-3.89, 1.74, -5.01)
H (-5.01, 2.33, -3.78)
H (-3.51, 1.53, -3.30)
H (-5.81, 0.17, -4.81)
H (-4.33, -0.61, -4.33)
H (-7.82, 0.06, -2.98)
H (-6.50, -1.16, 1.37)
H (-4.06, -1.49, 1.99)
H (-2.54, 1.31, -0.14)
H (-0.94, 1.89, 0.29)
H (-1.26, 1.29, -1.35)
H (0.82, 0.57, 0.24)
H (1.92, -1.21, -1.15)
H (0.34, -1.93, -1.42)
H (0.70, -0.29, -2.01)
H (0.33, -0.88, 2.24)
H (0.67, -2.27, 1.24)
H (2.90, -1.77, 1.25)
H (4.43, -0.74, 4.09)
H (4.54, -1.93, 2.78)
H (5.92, -0.92, 3.16)
H (4.21, 2.31, 2.16)
H (4.89, 1.63, 3.61)
H (6.61, 2.76, 2.05)
H (7.00, 1.09, 2.40)
H (5.52, 2.12, -0.07)
H (7.04, 1.20, -0.13)

[3]
Density functional theory data (ωB97M-V/def2-TZVPD) for a cluster of 2 separate species, C19H27NO4 in total at a distorted geometry.

Values from the calculation:
Energy   -29818.86240 eV
Highest occupied orbital energy   -5.879 eV
Molecular weight   333.43 u
LUMO level   -1.3 eV
Gap between HOMO and LUMO   0.167 Eh
F_max   2.567 eV Å⁻¹
Relative energy (zero: lowest compared OMol25 entry of this formula, charge and spin)   403.4 kJ/mol

Geometry (Å):
C (-4.99, -0.73, 2.47)
C (-3.63, -1.28, 2.17)
O (-2.73, -0.15, 2.12)
C (-1.47, -0.44, 1.73)
C (-0.67, 0.77, 1.77)
C (-1.31, 2.08, 1.81)
C (0.78, 0.68, 1.80)
O (1.53, 1.66, 1.71)
O (1.23, -0.57, 1.91)
C (2.64, -0.64, 2.24)
C (3.00, -2.09, 2.11)
O (-1.15, -1.56, 1.33)
H (-5.69, -1.56, 2.60)
H (-4.99, -0.13, 3.39)
H (-5.36, -0.11, 1.65)
H (-3.29, -1.98, 2.95)
H (-3.61, -1.79, 1.19)
H (-0.55, 2.85, 1.65)
H (-2.07, 2.15, 1.01)
H (-1.81, 2.24, 2.78)
H (3.24, -0.02, 1.55)
H (2.78, -0.28, 3.28)
H (4.03, -2.24, 2.43)
H (2.34, -2.70, 2.73)
H (2.89, -2.42, 1.08)
C (-0.39, -3.87, -2.52)
N (0.36, -2.62, -2.48)
C (1.67, -2.58, -3.12)
C (-0.14, -1.56, -1.87)
C (0.52, -0.32, -1.79)
C (-0.14, 0.86, -1.49)
C (0.50, 2.14, -1.44)
C (-0.26, 3.33, -1.54)
C (0.35, 4.58, -1.57)
C (1.75, 4.68, -1.47)
C (2.52, 3.52, -1.34)
C (1.91, 2.27, -1.30)
H (0.18, -4.60, -3.10)
H (-0.56, -4.26, -1.51)
H (-1.37, -3.72, -3.00)
H (1.82, -3.55, -3.62)
H (1.71, -1.78, -3.88)
H (2.47, -2.42, -2.38)
H (-1.14, -1.68, -1.43)
H (1.59, -0.28, -2.02)
H (-1.23, 0.82, -1.37)
H (-1.34, 3.24, -1.63)
H (-0.25, 5.47, -1.68)
H (2.24, 5.65, -1.50)
H (3.61, 3.58, -1.25)
H (2.51, 1.37, -1.15)

[4]
Density functional theory data (ωB97M-V/def2-TZVPD) for a cluster of 2 separate species, C19H27OSi in total at a distorted geometry.

Values from the calculation:
Energy   -30059.72137 eV
Net charge   +1
Highest occupied orbital energy   -10.386 eV
Molecular weight   299.51 u
LUMO level   -5.7 eV
Gap between HOMO and LUMO   0.174 Eh
F_max   2.367 eV Å⁻¹
Relative energy (zero: lowest compared OMol25 entry of this formula, charge and spin)   68.7 kJ/mol

Geometry (Å):
C (-3.38, -2.51, 1.38)
Si (-1.85, -1.47, 1.12)
C (-2.53, 0.26, 0.97)
C (-0.61, -1.73, 2.47)
O (-0.96, -1.97, -0.24)
C (-0.81, -1.58, -1.50)
C (-1.32, -0.46, -2.13)
C (-1.53, -0.82, -3.57)
C (-0.43, -1.87, -3.84)
C (-0.23, -2.58, -2.50)
H (-3.92, -2.09, 2.23)
H (-4.03, -2.46, 0.50)
H (-3.16, -3.56, 1.59)
H (-2.79, 0.60, 1.98)
H (-1.83, 0.98, 0.53)
H (-3.45, 0.22, 0.37)
H (-0.90, -1.20, 3.38)
H (-0.52, -2.79, 2.72)
H (0.38, -1.39, 2.17)
H (-1.77, 0.40, -1.66)
H (-2.49, -1.36, -3.72)
H (-1.53, 0.00, -4.30)
H (-0.70, -2.60, -4.62)
H (0.51, -1.38, -4.14)
H (0.83, -2.84, -2.32)
H (-0.78, -3.54, -2.46)
C (0.41, 3.07, 0.10)
C (-0.59, 3.69, 1.17)
C (-0.56, 2.68, 2.27)
C (0.35, 1.68, 2.01)
C (0.93, 1.80, 0.71)
C (2.14, 1.12, 0.32)
C (2.56, -0.03, 1.05)
C (3.87, -0.49, 0.96)
C (4.81, 0.21, 0.19)
C (4.38, 1.25, -0.66)
C (3.04, 1.66, -0.65)
H (-0.08, 2.92, -0.87)
H (1.22, 3.79, -0.06)
H (-0.15, 4.63, 1.52)
H (-1.59, 3.91, 0.79)
H (-1.19, 2.75, 3.16)
H (0.61, 0.88, 2.72)
H (1.86, -0.51, 1.74)
H (4.14, -1.40, 1.50)
H (5.86, -0.07, 0.25)
H (5.10, 1.73, -1.32)
H (2.71, 2.44, -1.34)

[5]
Density functional theory data (ωB97M-V/def2-TZVPD) for a structure of composition C19H28BBaN7Si at a distorted geometry.

Values from the calculation:
Energy   -39831.70228 eV
Highest occupied orbital energy (spin up / spin down)   -6.206 / -8.091 eV
Molecular weight   530.71 u
LUMO level (spin up / spin down)   -1.9 / -2.1 eV
Gap between HOMO and LUMO (spin up / spin down)   0.160 / 0.220 Eh
F_max   5.545 eV Å⁻¹
Relative energy (zero: lowest compared OMol25 entry of this formula, charge and spin)   42.1 kJ/mol

Geometry (Å):
H (-1.30, -2.82, 0.12)
N (0.09, -1.96, -1.24)
B (1.51, -1.49, -3.32)
N (0.50, -2.36, -2.50)
C (-0.10, -3.50, -2.85)
Ba (1.68, 0.27, 0.51)
H (0.13, -3.99, -3.79)
C (-0.94, -3.89, -1.81)
H (-1.62, -4.72, -1.79)
C (-0.78, -2.89, -0.82)
H (1.88, -2.01, -4.32)
C (2.12, 2.71, -0.28)
H (2.84, 2.45, 0.57)
H (1.54, 3.59, 0.15)
H (2.61, 2.96, -1.24)
N (2.80, -1.32, -2.37)
N (0.81, -0.11, -3.55)
N (2.63, -0.88, -1.07)
N (0.49, 0.64, -2.43)
C (4.12, -1.44, -2.58)
C (0.40, 0.51, -4.67)
H (4.43, -1.87, -3.50)
H (0.58, 0.12, -5.65)
C (4.85, -1.18, -1.44)
C (-0.17, 1.74, -4.30)
C (3.89, -0.73, -0.49)
C (-0.08, 1.76, -2.88)
H (5.88, -1.09, -1.31)
H (-0.66, 2.47, -4.91)
H (3.96, -0.33, 0.54)
H (-0.44, 2.53, -2.23)
H (2.55, -1.66, 1.60)
C (0.29, -1.77, 2.78)
Si (-1.05, -0.54, 3.25)
C (-2.59, -1.49, 3.76)
C (-0.49, 0.46, 4.75)
N (-1.22, 0.48, 1.86)
C (-2.13, 1.40, 1.57)
C (-2.25, 1.84, 0.21)
C (-2.84, 3.06, -0.11)
C (-3.50, 3.82, 0.86)
C (-3.58, 3.32, 2.16)
C (-2.97, 2.12, 2.52)
H (0.48, -2.45, 3.63)
H (1.28, -1.29, 2.53)
H (-0.01, -2.39, 1.92)
H (-2.44, -2.07, 4.68)
H (-3.45, -0.84, 3.95)
H (-2.89, -2.22, 2.99)
H (0.54, 0.82, 4.58)
H (-1.12, 1.34, 4.92)
H (-0.47, -0.11, 5.68)
H (-1.80, 1.21, -0.55)
H (-2.80, 3.41, -1.14)
H (-4.00, 4.76, 0.58)
H (-4.16, 3.88, 2.91)
H (-3.07, 1.76, 3.55)

- Look up the F_max of the second one.
  0.840 eV Å⁻¹